{"formula": "C2H9NSi", "method": "wB97M-V/def2-TZVPD", "smiles": "C[SiH](C)N", "largest_force_ev_per_a": 4.36, "homo_lumo_gap_ev": 10.2661, "e_homo_ev": -9.30, "e_tot_ha": -425.83402, "e_above_lowest_kcal_mol": 20.5, "symbols": ["C", "C", "N", "Si", "H", "H", "H", "H", "H", "H", "H", "H", "H"], "positions_angstrom": [[1.646, -0.687, -0.100], [-0.752, 1.641, 0.261], [-1.328, -1.047, -1.008], [-0.280, -0.185, 0.417], [2.087, -1.380, 0.616], [1.556, -1.178, -1.160], [2.260, 0.181, -0.390], [-1.383, 1.980, 1.148], [0.089, 2.332, 0.157], [-1.472, 1.575, -0.549], [-1.086, -0.695, -1.919], [-2.327, -0.774, -0.706], [-0.679, -0.941, 1.592]], "lowdin_charge": [-0.224, -0.245, -0.178, 0.626, -0.010, 0.039, -0.004, 0.040, 0.019, 0.000, -0.031, 0.018, -0.050]}